Record 1
# C48H108F8KN10O16S8

A molecular structure, C48H108F8KN10O16S8 (ωB97M-V/def2-TZVPD, the OMol25 dataset).

Positions of all 199 atoms, in Å:
K1 -2.87 -0.15 2.58
C1 -8.69 -5.56 4.20
C2 -7.55 -6.03 3.27
C3 -6.80 -4.80 2.80
N1 -5.53 -5.12 1.97
C4 -6.06 -5.67 0.69
C5 -4.79 -3.82 1.79
C6 -3.30 -4.12 1.82
C7 -3.20 -5.66 1.94
C8 -4.53 -6.06 2.62
H1 -8.32 -4.85 4.95
H2 -9.09 -6.41 4.76
H3 -9.47 -5.01 3.68
H4 -8.08 -6.48 2.43
H5 -6.87 -6.73 3.74
H6 -6.47 -4.25 3.68
H7 -7.32 -4.11 2.13
H8 -6.58 -6.61 0.81
H9 -5.24 -5.91 0.02
H10 -6.64 -4.90 0.19
H11 -5.01 -3.46 0.79
H12 -5.12 -3.09 2.52
H13 -2.75 -3.74 0.97
H14 -2.82 -3.71 2.71
H15 -3.16 -6.02 0.91
H16 -2.36 -5.96 2.55
H17 -4.80 -7.10 2.45
H18 -4.45 -5.81 3.68
C9 2.42 1.08 9.05
C10 2.19 0.41 7.70
C11 2.56 1.29 6.51
N2 2.17 0.73 5.16
C12 0.72 1.09 4.95
C13 2.43 -0.72 4.95
C14 2.41 -0.98 3.45
C15 3.10 0.30 2.92
C16 2.90 1.39 4.00
H19 2.13 0.39 9.83
H20 1.80 1.98 9.17
H21 3.42 1.44 9.28
H22 1.14 0.10 7.74
H23 2.82 -0.48 7.62
H24 3.65 1.33 6.47
H25 2.22 2.32 6.62
H26 0.13 0.76 5.81
H27 0.40 0.64 4.02
H28 0.61 2.17 4.94
H29 1.61 -1.24 5.44
H30 3.39 -1.00 5.39
H31 1.39 -0.96 3.08
H32 2.92 -1.90 3.21
H33 2.60 0.64 2.02
H34 4.18 0.20 2.79
H35 2.39 2.26 3.61
H36 3.87 1.77 4.34
C17 3.43 7.87 -2.31
C18 3.07 7.42 -0.91
C19 1.74 6.66 -0.98
N3 1.27 6.02 0.32
C20 -0.01 5.30 0.01
C21 2.26 5.12 1.00
C22 1.81 5.03 2.46
C23 1.34 6.46 2.73
C24 0.94 7.07 1.39
H37 4.37 8.43 -2.29
H38 2.72 8.57 -2.75
H39 3.61 7.06 -3.01
H40 2.89 8.30 -0.30
H41 3.82 6.78 -0.46
H42 1.80 5.83 -1.69
H43 0.90 7.28 -1.27
H44 -0.63 5.93 -0.62
H45 -0.56 4.94 0.88
H46 0.34 4.46 -0.60
H47 2.36 4.19 0.44
H48 3.26 5.55 1.05
H49 0.98 4.37 2.71
H50 2.66 4.69 3.05
H51 0.50 6.52 3.42
H52 2.09 7.05 3.26
H53 -0.11 7.32 1.35
H54 1.43 8.01 1.15
C25 3.35 6.06 -6.08
C26 2.58 4.99 -5.31
C27 3.31 3.67 -5.23
N4 2.48 2.61 -4.51
C28 2.09 2.97 -3.14
C29 3.20 1.30 -4.53
C30 2.19 0.18 -4.51
C31 0.89 0.81 -5.04
C32 1.26 2.24 -5.40
H55 2.76 6.97 -6.16
H56 3.65 5.75 -7.08
H57 4.29 6.33 -5.58
H58 1.69 4.79 -5.93
H59 2.10 5.36 -4.41
H60 4.22 3.74 -4.63
H61 3.46 3.31 -6.24
H62 1.67 2.13 -2.59
H63 1.34 3.77 -3.13
H64 2.96 3.37 -2.62
H65 3.92 1.22 -3.70
H66 3.92 1.31 -5.35
H67 2.05 -0.34 -3.56
H68 2.64 -0.63 -5.10
H69 0.09 0.73 -4.31
H70 0.49 0.29 -5.91
H71 0.53 3.02 -5.21
H72 1.57 2.23 -6.45
C33 5.97 -7.52 -2.00
C34 4.90 -6.47 -1.69
C35 5.21 -5.72 -0.42
N5 4.64 -4.32 -0.40
C36 4.73 -3.76 1.00
C37 3.18 -4.26 -0.83
C38 3.10 -3.41 -2.09
C39 4.30 -2.46 -1.94
C40 5.35 -3.34 -1.30
H73 6.89 -7.02 -2.31
H74 5.71 -8.11 -2.88
H75 6.20 -8.18 -1.16
H76 3.93 -6.96 -1.65
H77 4.91 -5.79 -2.55
H78 6.27 -5.55 -0.21
H79 4.82 -6.29 0.43
H80 5.77 -3.55 1.24
H81 4.22 -4.46 1.67
H82 4.23 -2.79 1.00
H83 2.57 -3.73 -0.09
H84 2.73 -5.25 -0.85
H85 2.17 -2.84 -2.07
H86 3.16 -3.97 -3.02
H87 3.99 -1.59 -1.36
H88 4.56 -2.07 -2.92
H89 6.15 -2.80 -0.79
H90 5.83 -3.91 -2.09
C41 -3.66 -3.86 -2.09
C42 -3.46 -2.65 -3.00
C43 -3.48 -1.31 -2.22
N6 -4.01 -0.15 -3.04
C44 -3.09 0.11 -4.22
C45 -5.45 -0.37 -3.49
C46 -6.21 0.96 -3.30
C47 -5.14 1.95 -2.87
C48 -4.07 1.09 -2.18
H91 -2.88 -3.90 -1.33
H92 -3.53 -4.74 -2.72
H93 -4.69 -3.89 -1.72
H94 -4.20 -2.68 -3.80
H95 -2.47 -2.64 -3.46
H96 -2.50 -0.97 -1.89
H97 -4.18 -1.45 -1.39
H98 -3.57 0.78 -4.93
H99 -2.87 -0.86 -4.64
H100 -2.20 0.53 -3.75
H101 -5.46 -0.74 -4.51
H102 -5.84 -1.15 -2.83
H103 -6.64 1.26 -4.25
H104 -7.05 0.77 -2.63
H105 -4.70 2.46 -3.72
H106 -5.51 2.70 -2.16
H107 -3.12 1.61 -2.13
H108 -4.37 0.75 -1.19
N7 -2.99 2.33 3.42
S1 -4.10 2.84 4.59
O1 -4.38 4.24 4.48
O2 -3.96 2.29 5.89
F1 -5.39 2.15 3.97
S2 -1.98 3.52 3.44
O3 -1.21 3.77 4.63
O4 -2.30 4.67 2.63
F2 -0.81 2.76 2.56
N8 -0.49 5.36 -3.67
S3 -1.88 4.43 -3.64
O5 -2.19 3.58 -4.76
O6 -2.98 4.94 -2.89
F3 -1.19 3.40 -2.61
S4 -1.05 6.67 -4.28
O7 -1.86 7.50 -3.44
O8 -1.39 6.66 -5.68
F4 0.32 7.54 -4.29
N9 -1.19 -0.17 0.50
S5 -0.12 -1.35 0.07
O9 1.26 -1.11 0.39
O10 -0.36 -1.97 -1.20
F5 -0.57 -2.36 1.20
S6 -0.54 0.98 -0.33
O11 -0.49 0.78 -1.76
O12 0.45 1.78 0.30
F6 -1.81 1.98 -0.26
N10 2.50 -6.01 2.07
S7 1.00 -5.65 2.10
O13 0.17 -6.19 3.15
O14 0.28 -5.38 0.87
F7 1.21 -4.12 2.63
S8 2.39 -7.60 1.50
O15 2.18 -7.67 0.08
O16 1.71 -8.48 2.38
F8 3.94 -7.94 1.68

LUMO level ... -0.235 hartree
ΔE to the lowest compared entry with this formula, charge and spin ... 0.0 kJ/mol
Electronic energy ... -223910.8650 eV
Total charge ... +3

Atomic partial charges in e from the Mulliken method, atoms 1 to 99:
1 K 0.922
2 C -1.353
3 C -0.140
4 C -0.959
5 N 0.662
6 C -1.045
7 C -0.851
8 C 1.082
9 C -0.898
10 C -0.805
11 H 0.347
12 H 0.382
13 H 0.376
14 H 0.278
15 H 0.382
16 H 0.456
17 H 0.417
18 H 0.343
19 H 0.346
20 H 0.374
21 H 0.200
22 H 0.327
23 H -0.814
24 H 0.350
25 H 0.307
26 H 0.427
27 H 0.451
28 H 0.379
29 C -1.523
30 C -0.137
31 C -0.839
32 N 0.770
33 C -1.410
34 C -0.924
35 C 0.049
36 C -0.198
37 C -0.364
38 H 0.390
39 H 0.382
40 H 0.366
41 H 0.296
42 H 0.369
43 H 0.432
44 H 0.407
45 H 0.429
46 H 0.271
47 H 0.458
48 H 0.394
49 H 0.477
50 H -0.420
51 H 0.390
52 H -0.019
53 H 0.515
54 H -0.139
55 H 0.430
56 C -1.390
57 C -0.159
58 C -0.410
59 N 1.048
60 C -0.626
61 C -0.778
62 C 0.352
63 C -1.009
64 C -0.530
65 H 0.463
66 H 0.392
67 H 0.205
68 H 0.295
69 H 0.305
70 H -0.235
71 H 0.451
72 H 0.456
73 H 0.009
74 H -0.173
75 H 0.212
76 H 0.635
77 H -0.798
78 H 0.727
79 H 0.425
80 H 0.330
81 H 0.338
82 H 0.416
83 C -1.751
84 C 0.650
85 C -0.843
86 N 0.619
87 C -0.165
88 C -0.886
89 C -0.448
90 C 0.446
91 C -0.972
92 H 0.374
93 H 0.445
94 H 0.394
95 H 0.240
96 H -0.270
97 H 0.445
98 H 0.413
99 H 0.105

---

Record 2
# C48H112N16O16

16 unconnected molecules or ions with the total composition C48H112N16O16 (ωB97M-V/def2-TZVPD, the OMol25 dataset).

Positions of all 192 atoms, in Å:
C1 1.08 4.41 -13.86
C2 2.37 5.12 -14.00
O1 3.25 5.11 -13.07
N1 2.54 5.81 -15.12
C3 3.64 6.55 -15.53
H1 0.59 4.46 -12.88
H2 1.14 3.36 -14.15
H3 0.34 4.89 -14.50
H4 1.72 5.87 -15.71
H5 3.53 7.46 -14.93
H6 3.55 6.84 -16.58
H7 4.55 5.97 -15.38
C4 8.77 6.91 -20.66
C5 7.86 5.93 -21.35
O2 6.63 5.98 -21.10
N2 8.37 4.99 -22.13
C6 9.77 4.69 -22.48
H8 9.64 7.21 -21.25
H9 9.06 6.63 -19.65
H10 8.29 7.88 -20.55
H11 7.76 4.26 -22.47
H12 10.01 4.99 -23.50
H13 9.86 3.61 -22.61
H14 10.46 5.08 -21.73
C7 3.02 13.70 -17.64
C8 2.27 14.67 -16.70
O3 1.65 14.22 -15.77
N3 2.39 15.96 -17.00
C9 1.63 17.06 -16.34
H15 4.02 14.11 -17.80
H16 2.55 13.43 -18.59
H17 3.19 12.74 -17.14
H18 2.80 16.23 -17.89
H19 1.36 16.64 -15.37
H20 0.73 17.33 -16.88
H21 2.29 17.92 -16.24
C10 10.23 11.06 -11.43
C11 9.90 11.21 -12.88
O4 10.36 12.13 -13.56
N4 9.18 10.26 -13.45
C12 8.66 10.16 -14.82
H22 9.88 11.99 -10.99
H23 11.31 11.04 -11.30
H24 9.70 10.26 -10.93
H25 8.84 9.56 -12.81
H26 9.40 10.02 -15.61
H27 8.07 11.06 -14.98
H28 8.00 9.29 -14.78
C13 10.29 7.01 -15.24
C14 11.15 5.95 -14.61
O5 12.05 6.23 -13.90
N5 10.68 4.72 -14.89
C15 11.37 3.49 -14.45
H29 10.93 7.64 -15.85
H30 9.90 7.58 -14.40
H31 9.45 6.65 -15.84
H32 9.95 4.61 -15.58
H33 11.99 3.66 -13.58
H34 11.98 3.09 -15.26
H35 10.62 2.71 -14.28
C16 6.30 4.24 -17.23
C17 7.75 3.87 -17.14
O6 8.60 4.76 -16.94
N6 8.10 2.61 -17.34
C18 9.38 2.05 -17.10
H36 6.01 4.94 -16.45
H37 5.69 3.35 -17.09
H38 6.11 4.61 -18.24
H39 7.42 1.87 -17.33
H40 9.30 1.27 -16.35
H41 10.19 2.74 -16.84
H42 9.71 1.57 -18.02
C19 1.63 3.01 -17.45
C20 2.67 3.69 -18.30
O7 3.64 3.01 -18.54
N7 2.50 4.92 -18.76
C21 3.54 5.64 -19.49
H43 1.61 1.96 -17.76
H44 0.60 3.36 -17.52
H45 2.06 3.05 -16.45
H46 1.58 5.32 -18.59
H47 4.15 5.03 -20.16
H48 4.09 6.37 -18.91
H49 3.03 6.32 -20.18
C22 10.41 9.92 -18.75
C23 9.13 10.76 -18.96
O8 8.29 10.36 -19.74
N8 9.00 11.96 -18.41
C24 10.03 12.60 -17.55
H50 11.08 10.07 -19.60
H51 10.16 8.88 -18.54
H52 10.92 10.27 -17.86
H53 8.16 12.35 -18.81
H54 10.95 12.76 -18.12
H55 10.09 12.11 -16.58
H56 9.72 13.61 -17.28
C25 5.24 10.66 -13.30
C26 4.19 9.97 -12.56
O9 3.01 10.41 -12.47
N9 4.61 8.91 -11.81
C27 3.73 8.06 -11.07
H57 5.46 11.69 -13.02
H58 4.89 10.79 -14.33
H59 6.19 10.12 -13.31
H60 5.60 8.70 -11.79
H61 4.34 7.73 -10.22
H62 3.39 7.26 -11.73
H63 2.82 8.58 -10.77
C28 1.17 8.51 -19.45
C29 1.79 9.42 -18.49
O10 2.26 10.46 -18.81
N10 1.70 9.10 -17.21
C30 2.20 9.87 -16.15
H64 1.29 7.48 -19.13
H65 1.48 8.64 -20.49
H66 0.09 8.69 -19.40
H67 1.40 8.14 -17.06
H68 2.32 9.25 -15.26
H69 1.58 10.74 -15.95
H70 3.19 10.21 -16.43
C31 4.66 13.14 -20.88
C32 3.23 13.12 -21.43
O11 2.92 13.91 -22.33
N11 2.33 12.29 -20.94
C33 0.95 12.08 -21.35
H71 4.78 12.41 -20.08
H72 4.83 14.08 -20.34
H73 5.46 12.94 -21.58
H74 2.53 11.72 -20.13
H75 0.24 12.03 -20.52
H76 0.81 11.08 -21.76
H77 0.56 12.75 -22.11
C34 5.84 11.00 -17.58
C35 6.00 9.60 -17.09
O12 5.44 9.17 -16.08
N12 6.86 8.83 -17.82
C36 7.06 7.45 -17.45
H78 4.80 11.31 -17.69
H79 6.28 11.13 -18.57
H80 6.37 11.69 -16.93
H81 7.45 9.20 -18.55
H82 6.20 6.93 -17.87
H83 7.12 7.30 -16.38
H84 8.01 7.12 -17.87
C37 4.78 6.91 -23.75
C38 4.48 8.20 -23.03
O13 3.82 9.02 -23.60
N13 5.03 8.34 -21.84
C39 4.83 9.58 -21.07
H85 5.50 7.05 -24.56
H86 3.90 6.53 -24.27
H87 5.06 6.06 -23.12
H88 5.59 7.58 -21.47
H89 5.79 9.86 -20.64
H90 4.25 9.45 -20.16
H91 4.64 10.45 -21.69
C40 5.69 14.61 -14.15
C41 6.93 13.90 -14.44
O14 7.28 13.74 -15.62
N14 7.70 13.50 -13.37
C42 7.63 13.94 -11.95
H92 5.83 15.54 -13.60
H93 5.13 13.92 -13.51
H94 5.00 14.80 -14.97
H95 8.48 12.92 -13.66
H96 6.66 13.68 -11.53
H97 7.91 14.98 -11.82
H98 8.26 13.32 -11.31
C43 5.58 17.75 -20.58
C44 5.64 16.64 -19.49
O15 4.63 16.35 -18.87
N15 6.78 15.91 -19.30
C45 6.81 14.79 -18.40
H99 4.72 17.63 -21.24
H100 6.40 17.70 -21.30
H101 5.47 18.73 -20.11
H102 7.33 15.94 -20.14
H103 7.73 14.86 -17.82
H104 6.87 13.84 -18.93
H105 5.94 14.74 -17.74
C46 7.52 6.75 -9.84
C47 7.38 7.26 -11.24
O16 7.65 8.43 -11.56
N16 7.01 6.32 -12.11
C48 6.76 6.61 -13.52
H106 6.86 5.90 -9.63
H107 7.36 7.57 -9.13
H108 8.51 6.31 -9.72
H109 6.83 5.37 -11.83
H110 7.72 6.71 -14.02
H111 6.16 7.48 -13.80
H112 6.43 5.75 -14.10

LUMO level ... -0.002 hartree
ΔE to the lowest compared entry with this formula, charge and spin ... 238.1 kJ/mol
Electronic energy ... -108200.3143 eV

Atomic partial charges in e from the Mulliken method, atoms 1 to 99:
1 C -1.329
2 C 0.644
3 O -0.672
4 N 0.205
5 C 0.994
6 H 0.362
7 H 0.264
8 H 0.376
9 H 0.200
10 H -0.086
11 H -0.373
12 H -0.645
13 C -0.649
14 C 0.312
15 O -0.527
16 N -0.204
17 C -1.005
18 H 0.604
19 H 0.178
20 H -0.177
21 H 0.330
22 H 0.329
23 H 0.337
24 H 0.346
25 C 0.611
26 C 0.349
27 O -0.685
28 N -0.001
29 C -1.016
30 H -0.552
31 H 0.666
32 H -0.415
33 H 0.231
34 H 0.359
35 H 0.315
36 H 0.302
37 C -1.320
38 C 0.755
39 O -0.681
40 N 0.590
41 C -0.013
42 H 0.330
43 H 0.350
44 H 0.130
45 H -0.088
46 H 0.614
47 H -0.510
48 H -0.173
49 C 0.941
50 C 0.303
51 O -0.672
52 N 0.155
53 C -1.114
54 H 0.400
55 H -0.398
56 H -0.705
57 H 0.248
58 H 0.368
59 H 0.350
60 H 0.354
61 C 0.681
62 C -0.001
63 O -0.814
64 N -0.194
65 C -1.034
66 H -0.879
67 H 0.770
68 H -0.131
69 H 0.317
70 H 0.357
71 H 0.302
72 H 0.309
73 C -1.136
74 C 0.817
75 O -0.626
76 N 0.078
77 C -1.181
78 H 0.394
79 H 0.357
80 H 0.061
81 H 0.201
82 H 0.609
83 H -0.071
84 H 0.495
85 C -1.016
86 C 0.830
87 O -0.732
88 N 0.274
89 C -1.129
90 H 0.386
91 H 0.034
92 H 0.420
93 H 0.047
94 H 0.431
95 H 0.364
96 H 0.226
97 C 1.456
98 C 0.398
99 O -0.784